A) C4H12 | the ωB97M-V functional and the def2-TZVPD basis

ORCA input file:
```
! RIJCOSX wB97M-V def2-TZVPD def2/J DEFGRID3
* xyz 0 1
C 1.0656 -2.6264 0.4766
C 1.1073 -1.1002 0.7028
H 2.0216 -3.0185 0.1375
H 0.7721 -3.1810 1.3745
H 0.2648 -2.9000 -0.2071
H 0.0838 -0.7559 0.6004
H 1.7111 -0.7472 -0.1241
H 1.5047 -0.7484 1.6467
C -1.6761 2.2109 -0.2822
C -0.4019 1.5584 -0.8366
H -1.7115 3.2639 -0.5486
H -2.5681 1.7512 -0.7208
H -1.8432 2.0108 0.7756
H -0.5794 0.5149 -1.0236
H -0.1777 2.0058 -1.8063
H 0.4271 1.7616 -0.1649
*
```

Values from the calculation:
SMILES   CC.CC
Orbital gap   12.7051 eV
HOMO energy   -11.6 eV

Atomic partial charges in e from the natural (NBO) method, atoms 1 to 5: C -0.607; C -0.608; H 0.201; H 0.199; H 0.203

B) C4H12 | the ωB97M-V functional and the def2-TZVPD basis

ORCA input file:
```
! RIJCOSX wB97M-V def2-TZVPD def2/J DEFGRID3
* xyz 0 1
C 0.7193 1.6809 -1.2222
C 0.5782 2.2784 0.1642
H 0.4009 0.6333 -1.2212
H 0.0209 2.0781 -1.9568
H 1.7367 1.7076 -1.6228
H 1.1419 3.1914 0.3511
H 0.9023 1.5939 0.9461
H -0.4689 2.4540 0.3962
C -0.9044 -1.3604 0.9545
C -0.3576 -2.4841 0.0709
H -0.7457 -0.3940 0.4815
H -1.9462 -1.5794 1.1638
H -0.4446 -1.4166 1.9516
H 0.6879 -2.6942 0.2769
H -0.4434 -2.2660 -0.9987
H -0.8773 -3.4230 0.2646
*
```

Values from the calculation:
SMILES   CC.CC
Orbital gap   12.7984 eV
HOMO energy   -11.6 eV

Atomic partial charges in e from the natural (NBO) method, atoms 1 to 5: C -0.612; C -0.615; H 0.200; H 0.205; H 0.207

C) C4H12 | the ωB97M-V functional and the def2-TZVPD basis

ORCA input file:
```
! RIJCOSX wB97M-V def2-TZVPD def2/J DEFGRID3
* xyz 0 1
C -1.4921 -1.8485 -0.5408
C -0.0825 -2.3861 -0.3010
H -2.0326 -1.9912 0.3983
H -1.5792 -0.7897 -0.7630
H -2.0196 -2.5005 -1.2386
H 0.3794 -1.7660 0.4646
H 0.5733 -2.3377 -1.1643
H -0.1269 -3.3776 0.1409
C 0.6929 1.4676 -0.0066
C 0.8804 2.7485 0.7782
H 1.5568 1.2870 -0.6458
H 0.4980 0.6231 0.5737
H -0.1432 1.5390 -0.7074
H 0.7557 3.6123 0.1241
H 1.8609 2.8602 1.2120
H 0.2788 2.8597 1.6757
*
```

Values from the calculation:
SMILES   CC.CC
Orbital gap   12.8027 eV
HOMO energy   -11.6 eV

Atomic partial charges in e from the natural (NBO) method, atoms 1 to 5: C -0.608; C -0.603; H 0.199; H 0.207; H 0.202

D) C4H12 | the ωB97M-V functional and the def2-TZVPD basis

ORCA input file:
```
! RIJCOSX wB97M-V def2-TZVPD def2/J DEFGRID3
* xyz 0 1
C 2.1887 -0.8352 -0.4076
C 1.3598 -0.3082 -1.6058
H 1.5737 -1.4754 0.2246
H 3.1234 -1.2646 -0.7572
H 2.4099 -0.0186 0.2874
H 1.5742 0.7256 -1.8611
H 0.3494 -0.3603 -1.2514
H 1.4614 -0.9916 -2.4451
C -2.3920 1.0314 1.0567
C -1.1735 0.1199 0.9333
H -3.0503 0.8720 0.2023
H -2.9382 0.9503 1.9950
H -2.1314 2.0901 0.9881
H -1.3869 -0.8254 1.4435
H -0.2707 0.4486 1.4490
H -0.9827 -0.0731 -0.1100
*
```

Values from the calculation:
SMILES   CC.CC
Orbital gap   12.8006 eV
HOMO energy   -11.6 eV

Atomic partial charges in e from the natural (NBO) method, atoms 1 to 5: C -0.611; C -0.605; H 0.205; H 0.206; H 0.201

Stability order, top to bottom: B), C), A), D)

A) C4H12 | the ωB97M-V functional and the def2-TZVPD basis

ORCA input file:
```
! RIJCOSX wB97M-V def2-TZVPD def2/J DEFGRID3
* xyz 0 1
C 3.2671 0.7332 0.2689
C 1.8387 1.2715 0.2494
H 3.5737 0.4112 1.2784
H 3.9675 1.5106 -0.0801
H 3.3342 -0.1320 -0.4119
H 1.6929 1.8104 -0.7019
H 1.6868 1.9793 1.0816
H 1.0794 0.4747 0.3223
C -3.0842 -1.2452 -0.7464
C -2.0351 -0.8064 0.2700
H -2.6468 -1.4192 -1.7439
H -3.7727 -0.3858 -0.8093
H -3.6620 -2.1383 -0.4550
H -1.3777 -0.1189 -0.2884
H -1.4357 -1.6674 0.6105
H -2.4261 -0.2777 1.1556
*
```

Values from the calculation:
SMILES   CC.CC
Orbital gap   12.8572 eV
HOMO energy   -11.7 eV

Atomic partial charges in e from the natural (NBO) method, atoms 1 to 5: C -0.605; C -0.607; H 0.202; H 0.202; H 0.201

B) C4H12 | the ωB97M-V functional and the def2-TZVPD basis

ORCA input file:
```
! RIJCOSX wB97M-V def2-TZVPD def2/J DEFGRID3
* xyz 0 1
C 1.4078 1.1115 -0.8854
C 2.7421 0.7874 -0.2387
H 0.9460 0.2571 -1.3602
H 0.7377 1.3773 -0.0741
H 1.3234 1.9464 -1.5880
H 3.0022 1.4173 0.5795
H 3.5411 0.7855 -0.9823
H 2.7804 -0.1636 0.3571
C -1.6255 -0.3386 0.7722
C -2.4475 -1.5805 0.3297
H -0.8043 -0.4161 1.4723
H -1.1728 0.0151 -0.1410
H -2.3629 0.3913 1.0892
H -2.9131 -1.3742 -0.6389
H -3.2583 -1.6886 1.0295
H -1.8963 -2.5273 0.2791
*
```

Values from the calculation:
SMILES   CC.CC
Orbital gap   12.6215 eV
HOMO energy   -11.5 eV

Atomic partial charges in e from the natural (NBO) method, atoms 1 to 5: C -0.615; C -0.614; H 0.203; H 0.203; H 0.209

Stability order, top to bottom: A), B)

A) C4H12 | the ωB97M-V functional and the def2-TZVPD basis

ORCA input file:
```
! RIJCOSX wB97M-V def2-TZVPD def2/J DEFGRID3
* xyz 0 1
C 0.4108 1.0424 1.7455
C 1.8627 0.9340 2.1485
H -0.4209 1.2267 2.6266
H 0.2085 1.9120 1.0666
H -0.1732 0.3416 1.2480
H 2.0414 0.5405 3.1253
H 2.5023 1.8118 1.9301
H 2.2852 0.1445 1.5195
C -1.8794 -0.8503 -1.8854
C -0.3578 -1.1624 -1.9800
H -2.5243 -1.6176 -2.2156
H -2.0483 -0.6100 -0.8320
H -2.1240 0.1251 -2.5361
H 0.1498 -0.1704 -2.2020
H -0.1223 -1.7744 -2.7708
H 0.0079 -1.7114 -1.1319
*
```

Values from the calculation:
SMILES   CC.CC
Orbital gap   12.2522 eV
HOMO energy   -11.2 eV

Atomic partial charges in e from the natural (NBO) method, atoms 1 to 5: C -0.623; C -0.628; H 0.191; H 0.208; H 0.214

B) C4H12 | the ωB97M-V functional and the def2-TZVPD basis

ORCA input file:
```
! RIJCOSX wB97M-V def2-TZVPD def2/J DEFGRID3
* xyz 0 1
C 0.6204 -0.0123 1.5858
C 0.8031 -0.0503 3.1106
H -0.4406 0.0079 1.3346
H 1.0840 0.8833 1.1792
H 1.0699 -0.8812 1.1121
H 0.3389 0.8275 3.5591
H 0.3460 -0.9416 3.5344
H 1.8569 -0.0167 3.3720
C -0.1327 0.4610 -2.1138
C -1.2827 -0.4227 -2.5889
H 0.4312 0.8618 -2.9528
H -0.5056 1.2986 -1.5156
H 0.5524 -0.0897 -1.4700
H -1.9690 0.1425 -3.2183
H -0.9215 -1.2571 -3.1850
H -1.8507 -0.8110 -1.7434
*
```

Values from the calculation:
SMILES   CC.CC
Orbital gap   12.9777 eV
HOMO energy   -11.9 eV

Atomic partial charges in e from the natural (NBO) method, atoms 1 to 5: C -0.604; C -0.602; H 0.201; H 0.202; H 0.201

Stability order, top to bottom: B), A)

A) C4H12 | the ωB97M-V functional and the def2-TZVPD basis

ORCA input file:
```
! RIJCOSX wB97M-V def2-TZVPD def2/J DEFGRID3
* xyz 0 1
C 1.7672 -0.4566 1.5254
C 0.4427 -0.0746 2.1722
H 1.8811 0.0623 0.5661
H 2.6105 -0.1260 2.1290
H 1.8617 -1.5133 1.2999
H -0.3646 -0.6567 1.7361
H 0.4523 -0.2661 3.2478
H 0.1766 0.9822 2.0945
C -0.7490 0.4876 -1.1917
C -1.4186 -0.0465 -2.4586
H 0.3153 0.6682 -1.3337
H -1.0850 1.5267 -1.1134
H -0.9492 -0.1146 -0.3098
H -2.4836 0.2064 -2.4367
H -1.3994 -1.1332 -2.5745
H -1.0581 0.4543 -3.3526
*
```

Values from the calculation:
SMILES   CC.CC
Orbital gap   12.6284 eV
HOMO energy   -11.5 eV

Atomic partial charges in e from the natural (NBO) method, atoms 1 to 5: C -0.610; C -0.608; H 0.202; H 0.203; H 0.206

B) C4H12 | the ωB97M-V functional and the def2-TZVPD basis

ORCA input file:
```
! RIJCOSX wB97M-V def2-TZVPD def2/J DEFGRID3
* xyz 0 1
C -1.8308 -2.0076 -1.4568
C -2.3746 -0.5721 -1.4570
H -2.4970 -2.6074 -2.0606
H -0.7589 -2.0437 -1.6478
H -1.8594 -2.3978 -0.4575
H -3.0711 -0.4353 -0.6364
H -1.6882 0.2643 -1.4496
H -2.9175 -0.3750 -2.3871
C 2.1417 1.3658 0.6858
C 2.1812 1.1549 2.1993
H 2.3700 0.5218 0.0580
H 1.1120 1.5646 0.3834
H 2.7123 2.2501 0.4174
H 2.9545 0.4757 2.5520
H 2.2878 2.0912 2.7436
H 1.2380 0.7505 2.5135
*
```

Values from the calculation:
SMILES   CC.CC
Orbital gap   12.7471 eV
HOMO energy   -11.7 eV

Atomic partial charges in e from the natural (NBO) method, atoms 1 to 5: C -0.617; C -0.614; H 0.210; H 0.210; H 0.201

C) C4H12 | the ωB97M-V functional and the def2-TZVPD basis

ORCA input file:
```
! RIJCOSX wB97M-V def2-TZVPD def2/J DEFGRID3
* xyz 0 1
C 0.4564 -0.8922 2.5557
C 1.4572 -0.7576 1.4120
H -0.5573 -1.0220 2.1873
H 0.7259 -1.7363 3.1959
H 0.4697 0.0005 3.1836
H 1.5217 -1.6949 0.8598
H 1.2148 0.0088 0.6845
H 2.4300 -0.5168 1.8285
C -0.4319 0.4830 -1.5968
C -1.5201 1.1871 -2.3877
H -0.7782 0.0607 -0.6525
H -0.0430 -0.3970 -2.1238
H 0.4559 1.0957 -1.4242
H -1.1212 1.6275 -3.3007
H -1.9192 2.0206 -1.8068
H -2.3605 0.5330 -2.6148
*
```

Values from the calculation:
SMILES   CC.CC
Orbital gap   12.7952 eV
HOMO energy   -11.7 eV

Atomic partial charges in e from the natural (NBO) method, atoms 1 to 5: C -0.603; C -0.605; H 0.200; H 0.202; H 0.200

D) C4H12 | the ωB97M-V functional and the def2-TZVPD basis

ORCA input file:
```
! RIJCOSX wB97M-V def2-TZVPD def2/J DEFGRID3
* xyz 0 1
C 1.8210 -0.8621 0.8650
C 0.9012 -0.5275 2.0594
H 2.6541 -1.4578 1.2333
H 1.2842 -1.4639 0.1300
H 2.2558 0.0185 0.3872
H 0.9853 0.5334 2.2988
H 1.1444 -1.1375 2.9186
H -0.1508 -0.6578 1.7764
C -1.7617 0.1569 -1.0898
C -0.9387 1.2293 -1.8089
H -2.5186 -0.2273 -1.7765
H -1.1691 -0.6638 -0.6892
H -2.2867 0.6166 -0.2524
H -0.4946 0.8029 -2.7207
H -1.5990 2.0348 -2.1382
H -0.1269 1.6052 -1.1933
*
```

Values from the calculation:
SMILES   CC.CC
Orbital gap   13.0006 eV
HOMO energy   -11.8 eV

Atomic partial charges in e from the natural (NBO) method, atoms 1 to 5: C -0.613; C -0.613; H 0.204; H 0.203; H 0.205

Stability order, top to bottom: C), D), A), B)

A) C4H12 | the ωB97M-V functional and the def2-TZVPD basis

ORCA input file:
```
! RIJCOSX wB97M-V def2-TZVPD def2/J DEFGRID3
* xyz 0 1
C 0.4475 2.6586 0.9898
C 1.0164 1.2569 0.8118
H 0.3375 2.8999 2.0442
H -0.5703 2.7651 0.6014
H 1.0098 3.4579 0.5087
H 0.7242 0.7960 -0.1242
H 2.1069 1.2412 0.9146
H 0.6828 0.6445 1.6474
C -0.3167 -1.7490 -1.5462
C -1.1098 -2.2033 -0.3042
H 0.2883 -2.6084 -1.8580
H 0.4100 -1.0003 -1.2525
H -0.9155 -1.3505 -2.3627
H -2.0614 -1.6583 -0.2586
H -1.4415 -3.2228 -0.4345
H -0.6081 -1.9277 0.6231
*
```

Values from the calculation:
SMILES   CC.CC
Orbital gap   12.8582 eV
HOMO energy   -11.7 eV

Atomic partial charges in e from the natural (NBO) method, atoms 1 to 5: C -0.610; C -0.610; H 0.203; H 0.202; H 0.204

B) C4H12 | the ωB97M-V functional and the def2-TZVPD basis

ORCA input file:
```
! RIJCOSX wB97M-V def2-TZVPD def2/J DEFGRID3
* xyz 0 1
C -0.1407 1.5833 -1.1196
C -0.8337 0.3350 -1.6184
H 0.9004 1.4862 -0.7927
H -0.0920 2.3365 -1.9324
H -0.6096 2.0112 -0.2391
H -0.9038 -0.5058 -0.9264
H -0.2249 -0.0453 -2.4501
H -1.8828 0.4712 -1.9124
C 0.5733 -0.2393 1.6089
C 0.3776 -1.7321 1.1136
H -0.2573 0.3679 1.2594
H 0.6758 -0.2256 2.6894
H 1.4004 0.2527 1.0946
H -0.6568 -2.0130 1.3277
H 0.7347 -1.7667 0.0772
H 0.9395 -2.3160 1.8204
*
```

Values from the calculation:
SMILES   CC.CC
Orbital gap   12.7894 eV
HOMO energy   -11.6 eV

Atomic partial charges in e from the natural (NBO) method, atoms 1 to 5: C -0.614; C -0.617; H 0.205; H 0.206; H 0.202

C) C4H12 | the ωB97M-V functional and the def2-TZVPD basis

ORCA input file:
```
! RIJCOSX wB97M-V def2-TZVPD def2/J DEFGRID3
* xyz 0 1
C -0.0778 1.6561 -2.0495
C 0.8090 1.7772 -0.7736
H -0.6457 2.4949 -2.1229
H 0.5800 1.6766 -3.0130
H -0.6371 0.6655 -2.1788
H 1.8915 1.5978 -1.0029
H 0.7379 2.8508 -0.3839
H 0.2969 1.1101 -0.1170
C -0.8712 -1.8296 1.9694
C 0.1542 -1.7183 0.8925
H -0.5214 -2.4044 2.8613
H -1.1646 -0.8992 2.5785
H -1.8644 -2.2319 1.7255
H -0.2583 -1.5187 -0.0722
H 0.8803 -2.4797 0.7000
H 0.6907 -0.7474 0.9866
*
```

Values from the calculation:
SMILES   CC.CC
Orbital gap   12.4331 eV
HOMO energy   -11.3 eV

Atomic partial charges in e from the natural (NBO) method, atoms 1 to 5: C -0.604; C -0.621; H 0.201; H 0.194; H 0.204

D) C4H12 | the ωB97M-V functional and the def2-TZVPD basis

ORCA input file:
```
! RIJCOSX wB97M-V def2-TZVPD def2/J DEFGRID3
* xyz 0 1
C 2.9456 -0.7160 0.4833
C 1.6004 -0.5237 1.1957
H 3.5070 -1.5581 0.8691
H 2.7995 -0.8305 -0.5964
H 3.4919 0.2318 0.5208
H 1.7983 -0.0840 2.1658
H 1.2256 -1.5281 1.3809
H 0.8158 0.0311 0.6884
C -2.5601 -0.0977 -0.7116
C -1.9230 1.2597 -0.8543
H -1.8800 -0.7254 -0.1432
H -3.6069 -0.0750 -0.4058
H -2.7369 -0.5609 -1.6922
H -1.5472 1.7600 0.0345
H -2.6808 1.9784 -1.2389
H -1.2492 1.4384 -1.6960
*
```

Values from the calculation:
SMILES   CC.CC
Orbital gap   12.5022 eV
HOMO energy   -11.4 eV

Atomic partial charges in e from the natural (NBO) method, atoms 1 to 5: C -0.607; C -0.608; H 0.207; H 0.201; H 0.200

Stability order, top to bottom: A), B), D), C)

A) C4H12 | the ωB97M-V functional and the def2-TZVPD basis

ORCA input file:
```
! RIJCOSX wB97M-V def2-TZVPD def2/J DEFGRID3
* xyz 0 1
C 0.3042 2.0736 1.0212
C -0.8187 2.0377 -0.0735
H 0.4034 3.1173 1.2516
H 0.1239 1.7526 2.0494
H 1.1754 1.5511 0.6539
H -1.2248 3.0243 -0.2332
H -0.3669 1.8221 -0.9844
H -1.6844 1.3486 0.0636
C -0.3531 -1.8434 -0.1101
C 0.9155 -2.3422 -0.8116
H -1.2079 -2.4738 -0.0647
H -0.3412 -1.3438 0.8604
H -0.8961 -1.1371 -0.9024
H 0.9725 -2.2104 -1.8580
H 1.0469 -3.3404 -0.6134
H 1.7117 -1.6648 -0.3784
*
```

Values from the calculation:
SMILES   CC.CC
Orbital gap   12.2982 eV
HOMO energy   -11.2 eV

Atomic partial charges in e from the natural (NBO) method, atoms 1 to 5: C -0.627; C -0.608; H 0.210; H 0.209; H 0.208

B) C4H12 | the ωB97M-V functional and the def2-TZVPD basis

ORCA input file:
```
! RIJCOSX wB97M-V def2-TZVPD def2/J DEFGRID3
* xyz 0 1
C -0.2240 -0.0014 2.4512
C -1.0204 0.8249 1.4302
H -0.3142 0.3487 3.4774
H -0.6337 -1.0128 2.4687
H 0.8162 -0.0423 2.1497
H -1.7857 1.4663 1.8906
H -1.4545 0.1720 0.6934
H -0.4367 1.6809 1.0777
C 0.3668 -0.3550 -1.2094
C 0.8252 -0.4667 -2.6604
H 1.0145 0.3995 -0.7698
H -0.6916 -0.1581 -1.1066
H 0.5401 -1.2996 -0.6905
H 0.5846 0.3496 -3.3402
H 0.4956 -1.3778 -3.1593
H 1.9177 -0.5282 -2.7027
*
```

Values from the calculation:
SMILES   CC.CC
Orbital gap   12.5159 eV
HOMO energy   -11.4 eV

Atomic partial charges in e from the natural (NBO) method, atoms 1 to 5: C -0.613; C -0.617; H 0.206; H 0.201; H 0.204

C) C4H12 | the ωB97M-V functional and the def2-TZVPD basis

ORCA input file:
```
! RIJCOSX wB97M-V def2-TZVPD def2/J DEFGRID3
* xyz 0 1
C -1.5117 0.7818 -0.0128
C -1.7833 0.8473 -1.5271
H -0.5422 1.2368 0.1703
H -2.2979 1.3496 0.4832
H -1.6234 -0.2133 0.4067
H -1.0907 0.3391 -2.1996
H -1.6863 1.8988 -1.8000
H -2.8203 0.5836 -1.7072
C 2.1054 -0.3470 0.4046
C 1.1733 -1.2767 1.1465
H 2.5124 -0.8112 -0.5022
H 1.6359 0.5989 0.1437
H 3.0583 -0.1080 0.8875
H 1.5026 -1.5543 2.1516
H 1.1408 -2.2430 0.6498
H 0.1411 -0.9522 1.2037
*
```

Values from the calculation:
SMILES   CC.CC
Orbital gap   12.6640 eV
HOMO energy   -11.5 eV

Atomic partial charges in e from the natural (NBO) method, atoms 1 to 5: C -0.602; C -0.606; H 0.201; H 0.203; H 0.199

D) C4H12 | the ωB97M-V functional and the def2-TZVPD basis

ORCA input file:
```
! RIJCOSX wB97M-V def2-TZVPD def2/J DEFGRID3
* xyz 0 1
C 2.1403 0.4621 1.1148
C 1.3251 -0.6942 1.6426
H 2.2056 0.9077 0.0349
H 1.8594 1.3529 1.8145
H 3.1941 0.2704 1.3747
H 0.3548 -0.4829 1.6521
H 1.7284 -1.0160 2.5553
H 1.2973 -1.5235 0.8928
C -1.5074 -0.6099 -1.3719
C -1.9281 0.8267 -1.4378
H -0.6175 -1.0633 -1.0049
H -2.2556 -0.8374 -0.5978
H -1.6907 -1.1137 -2.2838
H -2.2002 1.3447 -0.4578
H -2.9306 0.8883 -1.9255
H -1.1241 1.3652 -1.7412
*
```

Values from the calculation:
SMILES   CC.CC
Orbital gap   12.0370 eV
HOMO energy   -11.0 eV

Atomic partial charges in e from the natural (NBO) method, atoms 1 to 5: C -0.618; C -0.599; H 0.218; H 0.195; H 0.201

Stability order, top to bottom: C), B), A), D)